Entry from the OMol25 dataset: 2 unconnected molecules or ions with the total composition C3H9N2 (ωB97M-V with the def2-TZVPD basis set).

Each atom is followed by the atoms it is bonded to, with distances in Å.
Geometry (Å):
1 N -1.84578 0.02251 -0.48825  C4 1.253, H8 1.019
2 N 0.56103 -0.50896 0.11901  C3 1.510, C5 1.446, H10 0.976, H11 1.032
3 C 1.86796 0.21421 0.34300  N2 1.510, C5 1.498, H7 1.070, H12 1.130
4 C -2.24384 0.56165 0.57061  N1 1.253, H9 1.137, H14 1.084
5 C 1.37728 -0.15820 -1.02232  N2 1.446, C3 1.498, H6 1.106, H13 1.048
6 H 2.01174 -0.93627 -1.48673  C5 1.106
7 H 2.54705 -0.52407 0.71672  C3 1.070
8 H -2.62718 -0.25666 -1.08047  N1 1.019
9 H -1.57701 0.85718 1.44270  C4 1.137
10 H -0.38249 -0.25998 0.10135  N2 0.976
11 H 0.59510 -1.44133 0.56042  N2 1.032
12 H 2.04594 1.14870 0.95303  C3 1.130
13 H 0.90357 0.50242 -1.68444  C5 1.048
14 H -3.23337 0.77879 0.95534  C4 1.084

## Properties
- LUMO (eV) = -3.0236
- orbital gap (eV) = 12.18
- F_max (eV/Å) = 4.82
- E (a.u.) = -228.8734
- HOMO (eV) = -15.20
- net charge = +1



Entry from the OMol25 dataset: 2 unconnected molecules or ions with the total composition C3H9N2 (ωB97M-V with the def2-TZVPD basis set).

Each atom is followed by the atoms it is bonded to, with distances in Å.
Geometry (Å):
1 N 0.55432 -0.08131 0.52169  C3 1.255, C4 1.457
2 N -1.64126 0.25830 -1.34164  C5 1.286, H9 1.012, H13 1.017
3 C 1.03264 -1.07059 1.12708  N1 1.255, H11 1.096, H12 1.091
4 C 0.86158 1.25438 1.01712  N1 1.457, H6 1.093, H10 1.090, H14 1.091
5 C -0.66210 -0.57039 -1.25709  N2 1.286, H7 1.081, H8 1.078
6 H 1.75371 1.25694 1.64945  C4 1.093
7 H -0.78779 -1.52143 -0.75904  C5 1.081
8 H 0.22828 -0.44862 -1.85272  C5 1.078
9 H -1.54962 1.19791 -1.70574  N2 1.012
10 H 0.04072 1.62321 1.63192  C4 1.090
11 H 0.76938 -2.12095 0.95626  C3 1.096
12 H 1.77290 -0.97464 1.92312  C3 1.091
13 H -2.46400 0.16112 -0.75200  N2 1.017
14 H 1.00254 1.94752 0.18588  C4 1.091

## Properties
- LUMO (eV) = -3.8883
- orbital gap (eV) = 10.82
- F_max (eV/Å) = 1.44
- E (a.u.) = -228.9170
- HOMO (eV) = -14.71
- net charge = +1



Entry from the OMol25 dataset: 2 unconnected molecules or ions with the total composition C3H9N2 (ωB97M-V with the def2-TZVPD basis set).

Each atom is followed by the atoms it is bonded to, with distances in Å.
Geometry (Å):
1 N -2.20998 0.17293 -0.76760  C5 1.305, H12 1.011, H14 1.008
2 N 3.77185 -0.08217 -0.12637  H7 1.016, H9 1.009, H13 1.011
3 C 0.07245 0.39996 -0.49767  C5 1.374, H10 1.093
4 C -1.23712 -0.49250 1.38610  C5 1.493, H6 1.089, H8 1.080, H11 1.089
5 C -1.16311 0.06725 0.00391  N1 1.305, C3 1.374, C4 1.493
6 H -0.23403 -0.44740 1.80775  C4 1.089
7 H 3.77118 0.07844 -1.12911  N2 1.016
8 H -1.94274 0.05968 1.98836  C4 1.080
9 H 4.66200 0.23374 0.22706  N2 1.009
10 H 0.39634 0.18357 -1.51943  C3 1.093
11 H -1.59645 -1.52013 1.34590  C4 1.089
12 H -3.11303 0.27700 -0.32423  N1 1.011
13 H 2.98150 0.45867 0.19782  N2 1.011
14 H -2.19938 0.17482 -1.77603  N1 1.008

## Properties
- LUMO (eV) = -7.7822
- orbital gap (eV) = 5.15
- F_max (eV/Å) = 2.25
- E (a.u.) = -228.7967
- HOMO (eV) = -12.93
- net charge = +1



Entry from the OMol25 dataset: 2 unconnected molecules or ions with the total composition C3H9N2O (ωB97M-V with the def2-TZVPD basis set).

Each atom is followed by the atoms it is bonded to, with distances in Å.
Geometry (Å):
1 O 1.45541 -0.33338 0.89221  C4 1.415
2 N -1.96798 0.57930 -0.47608  C5 1.302, C6 1.488
3 N -0.47215 -1.36184 -0.55035  C5 1.389, H8 1.000, H15 1.099
4 C 2.58635 0.45368 0.56993  O1 1.415, H7 1.111, H12 1.115, H13 1.118
5 C -1.67016 -0.67104 -0.68464  N2 1.302, N3 1.389, H10 1.102
6 C -0.77146 1.26584 0.08253  N2 1.488, H9 1.107, H11 1.096, H14 1.091
7 H 2.28667 1.52271 0.53407  C4 1.111
8 H -0.55034 -2.32514 -0.80718  N3 1.000
9 H -0.93803 2.36009 0.08767  C6 1.107
10 H -2.49474 -1.27680 -1.09317  C5 1.102
11 H -0.62926 0.89127 1.10227  C6 1.096
12 H 3.42501 0.38008 1.30042  C4 1.115
13 H 3.01053 0.20617 -0.43431  C4 1.118
14 H 0.11921 1.02503 -0.49960  C6 1.091
15 H 0.34013 -0.92951 0.05013  N3 1.099

## Properties
- LUMO (eV) = 4.3423
- orbital gap (eV) = 7.43
- F_max (eV/Å) = 2.23
- E (a.u.) = -304.4326
- HOMO (eV) = -3.09
- net charge = -1